Entry 1:
Below is a molecular structure, C23H18Cl2IrN5O7S3 in a non-equilibrium geometry, with properties calculated with ωB97M-V/def2-TZVPD.

Calculated values
ΔE to the lowest compared entry with this formula, charge and spin	70.5	kJ/mol
expectation value of S²	0.755
orbital gap (spin up / spin down)	6.2619 / 5.7378	eV
highest occupied orbital energy (spin up / spin down)	-10.416 / -10.387	eV
LUMO energy (spin up / spin down)	-0.15267 / -0.17084	Eh
molecular weight	835.75	g/mol

Structure (ORCA input):
```
! RIJCOSX wB97M-V def2-TZVPD def2/J DEFGRID3
* xyz 1 2
Ir 0.011 0.541 -0.368
C 3.977 -0.843 0.775
C 2.623 -0.733 0.176
N 1.996 0.377 -0.003
N 2.643 1.558 0.326
C 2.120 2.692 -0.159
N 2.667 3.843 0.185
S 0.794 2.627 -1.220
C 1.870 -1.916 -0.267
C 2.274 -3.223 -0.067
C 1.434 -4.240 -0.503
C 0.236 -3.918 -1.114
C -0.094 -2.580 -1.278
N 0.722 -1.617 -0.884
H 4.564 0.061 0.636
H 4.529 -1.673 0.341
H 3.860 -1.026 1.847
H 3.167 1.564 1.191
H 3.449 3.898 0.819
H 2.170 4.697 -0.016
H 3.200 -3.450 0.440
H 1.708 -5.274 -0.346
H -0.450 -4.684 -1.445
H -1.035 -2.272 -1.718
O -0.475 1.709 1.202
S 0.290 1.685 2.545
O 0.637 3.028 2.915
O 1.398 0.757 2.513
C -0.838 0.984 3.694
C -0.853 1.578 4.947
C -1.554 0.985 5.985
C -2.219 -0.209 5.768
C -2.214 -0.796 4.511
C -1.537 -0.199 3.454
S -1.918 -0.973 1.876
O -3.032 -0.240 1.371
O -2.073 -2.370 2.160
O -0.686 -0.893 0.943
H -0.303 2.496 5.099
H -1.569 1.453 6.959
H -2.760 -0.687 6.573
H -2.752 -1.715 4.331
Cl -4.740 1.465 -1.349
C -3.520 1.088 -2.495
C -3.831 1.049 -3.865
C -2.884 0.753 -4.808
Cl -3.310 0.722 -6.484
C -1.555 0.479 -4.418
C -0.483 0.175 -5.284
C 0.766 -0.065 -4.775
C 0.965 -0.012 -3.387
N -0.016 0.267 -2.563
C -1.269 0.520 -3.036
C -2.237 0.825 -2.055
O -1.895 0.826 -0.784
H -4.847 1.261 -4.169
H -0.661 0.139 -6.350
H 1.600 -0.295 -5.421
H 1.938 -0.199 -2.949
*
```

=====

Entry 2:
Below is a molecular structure, C23H18Cl4GeKN4O3, with properties calculated with ωB97M-V/def2-TZVPD.

Calculated values
ΔE to the lowest compared entry with this formula, charge and spin	105.2	kJ/mol
expectation value of S²	0.754
orbital gap (spin up / spin down)	6.3696 / 4.7660	eV
highest occupied orbital energy (spin up / spin down)	-6.964 / -6.964	eV
LUMO energy (spin up / spin down)	-0.02184 / -0.08077	Eh
molecular weight	651.94	g/mol

Structure (ORCA input):
```
! RIJCOSX wB97M-V def2-TZVPD def2/J DEFGRID3
* xyz 0 2
K 0.123 -0.605 0.639
Cl 2.517 3.481 -5.632
C 2.277 2.550 -4.179
C 3.337 2.389 -3.279
C 3.164 1.665 -2.130
C 1.928 1.007 -1.809
O 1.808 0.323 -0.751
C 0.858 1.186 -2.761
C -0.474 0.640 -2.652
N -0.994 -0.139 -1.763
C -2.313 -0.588 -2.011
C -2.893 -0.641 -3.262
C -4.215 -1.082 -3.461
C -4.972 -1.513 -2.414
C -4.407 -1.548 -1.120
C -5.123 -2.059 -0.013
C -4.524 -2.122 1.210
C -3.201 -1.652 1.321
N -2.514 -1.157 0.325
C -3.079 -1.102 -0.909
C 1.070 1.968 -3.915
H 4.298 2.828 -3.520
H 3.989 1.532 -1.440
H -1.104 0.986 -3.476
H -2.324 -0.358 -4.135
H -4.616 -1.082 -4.466
H -5.988 -1.860 -2.557
H -6.139 -2.403 -0.162
H -5.030 -2.515 2.080
H -2.705 -1.693 2.287
H 0.255 2.097 -4.618
Cl 0.433 -1.931 3.359
Ge 0.570 0.190 3.955
Cl -1.591 0.653 4.217
Cl 1.442 0.192 5.934
O 5.516 4.469 -1.608
C 5.694 4.639 -0.227
N 5.485 3.414 0.517
C 4.298 3.171 1.135
O 3.379 3.965 1.152
C 4.166 1.859 1.854
C 5.208 1.070 2.316
C 4.932 -0.085 3.040
C 3.613 -0.423 3.276
N 2.622 0.338 2.809
C 2.870 1.444 2.125
H 4.569 4.388 -1.780
H 5.002 5.372 0.182
H 6.719 4.974 -0.082
H 6.109 2.644 0.343
H 6.238 1.367 2.164
H 5.728 -0.705 3.425
H 3.331 -1.316 3.819
H 2.031 2.039 1.789
*
```

=====

Entry 3:
Below is a molecular structure, C23H18CsIN6S in a non-equilibrium geometry, with properties calculated with ωB97M-V/def2-TZVPD.

Calculated values
ΔE to the lowest compared entry with this formula, charge and spin	0.0	kJ/mol
orbital gap	5.0417	eV
highest occupied orbital energy	-5.406	eV
LUMO energy	-0.01339	Eh
molecular weight	670.32	g/mol

Structure (ORCA input):
```
! RIJCOSX wB97M-V def2-TZVPD def2/J DEFGRID3
* xyz 0 1
Cs 0.109 -0.349 0.295
I -3.138 1.830 -0.375
C -4.505 0.256 -0.334
C -5.849 0.591 -0.343
C -6.869 -0.377 -0.327
C -6.543 -1.705 -0.294
C -5.193 -2.073 -0.349
C -4.808 -3.448 -0.475
C -3.496 -3.839 -0.539
C -2.484 -2.869 -0.387
C -2.794 -1.553 -0.218
C -4.096 -1.110 -0.283
H -6.138 1.636 -0.325
H -7.898 -0.058 -0.408
H -7.285 -2.537 -0.205
H -5.610 -4.196 -0.550
H -3.218 -4.880 -0.692
H -1.468 -3.300 -0.394
N 4.991 -1.562 -0.201
C 5.271 -0.221 -0.142
C 4.039 0.391 -0.032
N 3.019 -0.519 -0.051
C 3.616 -1.716 -0.155
C 2.932 -2.956 -0.141
N 1.592 -3.085 -0.084
C 1.309 -4.400 -0.252
C 2.480 -5.129 -0.373
N 3.496 -4.200 -0.310
H 5.642 -2.341 -0.196
H 6.284 0.189 -0.250
H 3.839 1.461 0.068
H 0.290 -4.738 -0.261
H 2.714 -6.190 -0.565
H 4.492 -4.358 -0.332
N 0.653 2.920 -2.562
C 1.039 3.473 -1.381
N 0.995 2.859 -0.208
C 1.439 3.658 0.818
C 1.508 3.377 2.160
C 1.937 4.352 3.040
C 2.342 5.625 2.595
C 2.283 5.959 1.234
C 1.825 4.957 0.362
S 1.675 5.136 -1.365
H 0.219 2.000 -2.573
H 0.692 3.450 -3.423
H 1.262 2.370 2.520
H 1.943 4.061 4.107
H 2.713 6.296 3.355
H 2.750 6.859 0.800
*
```

=====

Entry 4:
Below is 2 unconnected molecules or ions with the total composition C23H18F3N2S in a non-equilibrium geometry, with properties calculated with ωB97M-V/def2-TZVPD.

Calculated values
ΔE to the lowest compared entry with this formula, charge and spin	36.7	kJ/mol
orbital gap	6.5046	eV
highest occupied orbital energy	-11.328	eV
LUMO energy	-0.17725	Eh
molecular weight	411.47	g/mol

Structure (ORCA input):
```
! RIJCOSX wB97M-V def2-TZVPD def2/J DEFGRID3
* xyz 1 1
F -4.518 2.886 2.725
C -3.380 2.759 1.953
C -2.874 3.897 1.337
C -1.777 3.694 0.494
F -1.380 4.698 -0.352
C -1.086 2.487 0.443
C -1.463 1.430 1.314
C -0.471 0.450 1.645
C -0.655 -0.535 2.699
C 0.283 -1.602 2.813
C 0.298 -2.460 3.909
C -0.632 -2.315 4.969
C -1.634 -1.367 4.782
F -2.611 -1.247 5.753
C -1.666 -0.491 3.714
C -2.796 1.494 1.824
H -3.381 4.862 1.417
H -0.263 2.303 -0.238
H 0.624 0.789 1.540
H 0.941 -1.798 1.948
H 1.039 -3.266 3.977
H -0.640 -2.939 5.858
H -2.476 0.224 3.734
H -3.380 0.596 2.083
C 3.759 -0.303 -4.839
C 2.532 -0.690 -4.307
C 2.242 -0.330 -2.978
C 3.073 0.474 -2.213
C 4.269 0.927 -2.763
C 4.594 0.515 -4.066
S 2.426 0.757 -0.612
C 0.981 -0.191 -1.052
N -0.073 -0.299 -0.284
C -1.157 -1.081 -0.819
C -0.750 -2.140 -1.817
C 0.015 -1.488 -2.933
N 1.116 -0.765 -2.278
H 4.052 -0.655 -5.853
H 1.821 -1.257 -4.891
H 4.915 1.560 -2.162
H 5.536 0.827 -4.492
H -1.695 -1.505 0.034
H -1.836 -0.382 -1.327
H -0.124 -2.885 -1.303
H -1.642 -2.602 -2.236
H 0.442 -2.236 -3.605
H -0.600 -0.801 -3.544
*
```

=====

Entry 5:
Below is a molecular structure, C23H18O3S in a non-equilibrium geometry, with properties calculated with ωB97M-V/def2-TZVPD.

Calculated values
ΔE to the lowest compared entry with this formula, charge and spin	234.0	kJ/mol
orbital gap	9.7562	eV
highest occupied orbital energy	-9.127	eV
LUMO energy	0.02313	Eh
molecular weight	374.46	g/mol

Structure (ORCA input):
```
! RIJCOSX wB97M-V def2-TZVPD def2/J DEFGRID3
* xyz 0 1
O -0.040 3.732 0.228
O 2.475 3.703 0.292
O 0.501 -0.608 -0.633
C 1.717 -3.976 3.134
C -0.992 0.845 -5.268
C 1.539 -4.108 1.765
C 1.635 -2.705 3.726
C -3.016 0.039 1.915
C -0.325 1.888 -4.769
C -1.463 -0.166 -4.378
C -3.356 0.846 0.806
C 1.189 -2.940 1.048
C 1.407 -1.512 2.994
C -1.679 -0.340 2.034
C 0.050 1.908 -3.411
C -1.104 -0.099 -2.972
C -2.377 1.173 -0.260
C 1.110 -1.641 1.666
C -0.722 0.040 1.063
C -0.281 0.917 -2.494
C -1.020 0.744 -0.031
C 0.634 -0.496 0.759
C 0.159 0.773 -0.975
C 1.682 0.660 0.844
C 1.362 1.893 1.803
C 1.401 1.464 -0.487
S 1.239 2.944 0.368
H 1.801 -4.843 3.752
H -1.379 0.971 -6.316
H 1.693 -5.036 1.243
H 1.727 -2.789 4.837
H -3.727 -0.231 2.729
H -0.131 2.771 -5.373
H -2.083 -0.972 -4.617
H -4.348 1.289 0.663
H 0.995 -3.219 0.005
H 1.362 -0.557 3.580
H -1.348 -1.202 2.622
H 0.399 2.807 -2.942
H -1.361 -1.107 -2.438
H -2.775 1.705 -1.166
H 2.688 0.194 0.958
H 2.158 2.095 2.536
H 0.394 1.740 2.382
H 2.212 1.406 -1.222
*
```

=====

Entry 6:
Below is a molecular structure, C23H19AlCl2N5OS2, with properties calculated with ωB97M-V/def2-TZVPD.

Calculated values
ΔE to the lowest compared entry with this formula, charge and spin	222.7	kJ/mol
orbital gap	6.9155	eV
highest occupied orbital energy	-10.783	eV
LUMO energy	-0.14213	Eh
molecular weight	543.46	g/mol

Structure (ORCA input):
```
! RIJCOSX wB97M-V def2-TZVPD def2/J DEFGRID3
* xyz 1 1
Al -0.328 0.379 0.729
C -3.068 2.669 4.743
S -2.964 0.880 4.532
C -2.391 0.641 2.902
S -1.686 1.926 1.920
N -2.497 -0.587 2.489
N -1.930 -0.669 1.233
C -2.520 -1.248 0.281
C -2.082 -0.824 -1.073
C -2.648 -1.301 -2.230
C -2.274 -0.740 -3.443
C -1.359 0.299 -3.461
C -0.847 0.745 -2.259
N -1.210 0.205 -1.088
H -3.048 2.836 5.819
H -2.220 3.166 4.284
H -4.001 3.040 4.328
H -3.410 -1.850 0.438
H -3.372 -2.108 -2.180
H -2.702 -1.109 -4.370
H -1.055 0.767 -4.387
H -0.144 1.570 -2.219
Cl 3.858 -0.485 0.486
C 2.938 -1.761 -0.256
C 3.707 -2.742 -0.921
C 3.106 -3.808 -1.497
Cl 4.064 -4.970 -2.347
C 1.703 -3.981 -1.386
C 1.022 -5.110 -1.889
C -0.319 -5.229 -1.696
C -0.989 -4.207 -0.999
N -0.402 -3.127 -0.540
C 0.942 -2.996 -0.717
C 1.566 -1.821 -0.170
O 0.783 -0.914 0.407
H 4.786 -2.635 -0.958
H 1.582 -5.876 -2.408
H -0.865 -6.087 -2.063
H -2.057 -4.297 -0.807
N 1.243 1.459 1.542
C 1.436 2.828 1.059
C 2.066 3.027 -0.164
C 2.219 4.318 -0.656
C 1.744 5.404 0.067
C 1.129 5.196 1.293
C 0.973 3.910 1.794
H 1.159 1.459 2.549
H 2.049 0.897 1.307
H 2.451 2.179 -0.723
H 2.721 4.474 -1.604
H 1.865 6.410 -0.319
H 0.771 6.039 1.873
H 0.506 3.753 2.758
*
```

=====

Entry 7:
Below is a molecular structure, C23H19CdFN3O3Te in a non-equilibrium geometry, with properties calculated with ωB97M-V/def2-TZVPD.

Calculated values
ΔE to the lowest compared entry with this formula, charge and spin	101.7	kJ/mol
orbital gap	4.9177	eV
highest occupied orbital energy	-2.925	eV
LUMO energy	0.07322	Eh
molecular weight	644.43	g/mol

Structure (ORCA input):
```
! RIJCOSX wB97M-V def2-TZVPD def2/J DEFGRID3
* xyz -1 1
Cd 4.749 -1.710 -0.214
N 3.184 6.175 0.099
C 2.018 6.851 0.164
C 1.859 8.230 0.150
C 0.611 8.856 0.152
C -0.563 8.151 0.209
C -0.468 6.727 0.187
C -1.608 5.866 -0.076
C -1.359 4.522 -0.063
C -0.069 4.031 0.028
N 0.987 4.756 0.135
C 0.846 6.098 0.144
H 3.177 5.161 0.102
H 4.040 6.646 0.006
H 2.701 8.905 0.092
H 0.543 9.936 0.319
H -1.545 8.550 0.033
H -2.599 6.255 -0.112
H -2.243 3.851 -0.168
H 0.108 2.945 -0.055
C -1.138 -7.096 -0.237
C -1.228 -5.730 0.414
C -2.717 -5.360 0.550
C -3.143 -4.142 -0.294
C -2.189 -3.030 -0.147
C -2.576 -1.718 0.048
C -1.646 -0.720 0.081
F -2.200 0.507 0.215
C -0.345 -1.016 -0.001
C 0.082 -2.319 -0.151
C 1.581 -2.579 -0.094
O 2.351 -1.730 0.289
C 1.933 -3.990 -0.379
C 0.944 -4.964 -0.355
N -0.403 -4.699 -0.254
C -0.788 -3.340 -0.214
C 3.376 -4.549 -0.399
O 3.558 -5.766 -0.405
O 4.338 -3.701 -0.690
H -1.947 -7.732 0.098
H -0.214 -7.622 0.009
H -1.216 -7.091 -1.283
H -0.794 -5.792 1.412
H -2.967 -5.106 1.568
H -3.324 -6.251 0.240
H -4.154 -3.809 -0.104
H -3.184 -4.402 -1.375
H -3.612 -1.501 0.158
H 0.434 -0.241 0.131
H 1.280 -6.019 -0.268
Te 5.539 0.706 0.303
*
```

=====

Entry 8:
Below is a molecular structure, C23H19ClPRh in a non-equilibrium geometry, with properties calculated with ωB97M-V/def2-TZVPD.

Calculated values
ΔE to the lowest compared entry with this formula, charge and spin	180.2	kJ/mol
orbital gap (spin up / spin down)	6.4852 / 6.4834	eV
highest occupied orbital energy (spin up / spin down)	-15.076 / -15.076	eV
LUMO energy (spin up / spin down)	-0.31571 / -0.31577	Eh
molecular weight	464.74	g/mol

Structure (ORCA input):
```
! RIJCOSX wB97M-V def2-TZVPD def2/J DEFGRID3
* xyz 2 1
Rh 1.388 -1.560 -0.722
C 2.561 -3.573 -0.610
C 3.631 -2.667 -0.515
C 3.501 -1.952 0.713
C 2.363 -2.436 1.391
C 1.767 -3.435 0.575
H 2.441 -4.326 -1.372
H 4.443 -2.583 -1.221
H 4.201 -1.223 1.097
H 2.046 -2.157 2.384
H 0.958 -4.088 0.864
Cl 2.353 0.346 -1.883
C 1.649 1.823 -1.286
C 2.104 3.019 -1.800
C 1.546 4.204 -1.336
C 0.549 4.183 -0.372
C 0.103 2.975 0.141
C 0.641 1.775 -0.324
P 0.054 0.183 0.294
C -0.922 -0.529 -1.077
C -1.408 0.231 -2.146
C -2.179 -0.380 -3.117
C -2.452 -1.747 -3.058
C -1.961 -2.513 -2.017
C -1.190 -1.914 -1.021
C -1.070 0.477 1.662
C -2.451 0.493 1.460
C -3.278 0.799 2.527
C -2.742 1.050 3.785
C -1.367 1.016 3.984
C -0.526 0.721 2.926
H 2.887 3.041 -2.548
H 1.900 5.147 -1.729
H 0.119 5.107 -0.012
H -0.672 2.958 0.895
H -1.207 1.294 -2.196
H -2.584 0.216 -3.924
H -3.057 -2.211 -3.825
H -2.195 -3.568 -1.963
H -0.919 -2.491 -0.141
H -2.871 0.291 0.484
H -4.348 0.837 2.376
H -3.401 1.264 4.615
H -0.954 1.213 4.964
H 0.548 0.690 3.075
*
```

=====

Entry 9:
Below is a molecular structure, C23H19IN2O9Sr in a non-equilibrium geometry, with properties calculated with ωB97M-V/def2-TZVPD.

Calculated values
orbital gap	6.4286	eV
highest occupied orbital energy	-3.169	eV
LUMO energy	0.11977	Eh
molecular weight	681.93	g/mol

Structure (ORCA input):
```
! RIJCOSX wB97M-V def2-TZVPD def2/J DEFGRID3
* xyz -2 1
Sr 0.506 -0.137 -0.302
O 2.204 -2.017 2.303
C 1.636 -1.035 3.165
C 1.941 0.411 2.770
N 0.973 1.028 1.850
C 1.479 2.322 1.326
C 0.582 2.921 0.201
O 0.445 4.146 0.197
O 0.112 2.065 -0.631
C -0.363 1.197 2.474
C -1.340 0.012 2.252
O -2.102 -0.272 3.185
O -1.273 -0.514 1.090
H 1.690 -2.125 1.480
H 2.090 -1.204 4.140
H 0.561 -1.193 3.288
H 2.918 0.412 2.286
H 2.006 1.019 3.688
H 2.465 2.154 0.886
H 1.571 3.066 2.123
H -0.854 2.053 2.008
H -0.286 1.394 3.547
O -0.547 -4.321 -0.429
C -0.300 -3.135 -0.651
O 0.653 -2.419 -0.205
C -1.224 -2.444 -1.696
C -2.212 -3.242 -2.337
C -2.946 -2.704 -3.341
C -2.728 -1.358 -3.737
C -3.435 -0.729 -4.793
C -3.184 0.576 -5.109
C -2.221 1.315 -4.375
C -1.524 0.734 -3.356
C -1.761 -0.629 -3.030
N -1.024 -1.188 -2.017
H -2.323 -4.261 -1.995
H -3.704 -3.289 -3.854
H -4.180 -1.301 -5.339
H -3.728 1.053 -5.916
H -2.040 2.355 -4.619
H -0.802 1.299 -2.771
I 8.465 -2.737 -3.710
C 6.644 -1.987 -2.997
C 6.616 -1.326 -1.776
C 5.398 -0.833 -1.315
C 4.240 -0.984 -2.062
C 4.295 -1.652 -3.278
C 5.495 -2.165 -3.758
C 2.916 -0.433 -1.550
O 2.887 -0.053 -0.337
O 1.959 -0.414 -2.361
H 7.519 -1.203 -1.195
H 5.323 -0.331 -0.358
H 3.373 -1.755 -3.840
H 5.535 -2.692 -4.703
*
```

=====

| no. | energy (eV) |
| --- | --- |
| 1 | -106309.17222 |
| 2 | -159181.28968 |
| 3 | -52566.65387 |
| 4 | -46103.11243 |
| 5 | -41116.90647 |
| 6 | -86968.36434 |
| 7 | -49349.89804 |
| 8 | -48961.91605 |
| 9 | -54511.58076 |